*w*
Here is a single C23H24N4O2 molecule from OMol25. Energies are from the ωB97M-V functional and the def2-TZVPD basis.

The geometry in XYZ format:
```
53
Properties=species:S:1:pos:R:3:mulliken_charge:R:1
C -8.20396 -0.38098 -1.35321 -1.24
C -7.02514 -0.95403 -0.63349 0.89
C -7.08282 -2.20371 -0.01446 -0.74
C -5.93049 -2.63073 0.62114 -0.33
N -4.82038 -1.91685 0.65252 -0.48
C -4.86112 -0.72855 0.03397 0.29
N -3.74505 0.02289 0.03852 0.19
C -2.57049 -0.37278 0.77537 -0.50
C -2.04666 0.80492 1.59696 -1.14
C -1.72890 2.03388 0.72018 0.60
C -0.23611 2.33257 0.59007 0.04
O 0.20859 3.44578 0.75854 -0.69
N 0.50439 1.24370 0.24692 0.22
C 1.88289 1.14843 0.02673 0.61
C 2.41072 -0.10956 -0.25644 -0.77
C 3.76157 -0.27498 -0.48579 -0.26
C 4.61314 0.82377 -0.42769 0.37
O 5.95155 0.74676 -0.71091 -0.49
C 6.67786 -0.35304 -0.33782 0.47
C 6.41022 -1.08739 0.81274 -0.17
C 7.23028 -2.14703 1.15508 -0.58
C 8.31857 -2.47851 0.36645 -0.51
C 8.59263 -1.73593 -0.77031 -0.43
C 7.77850 -0.67781 -1.12538 -0.61
C 4.08666 2.08268 -0.15626 -0.92
C 2.73523 2.24826 0.06836 -0.44
C -2.33969 1.87650 -0.68116 -1.12
C -3.75791 1.33406 -0.57732 -0.69
N -5.92480 -0.22275 -0.60572 -0.37
H -7.95198 0.59905 -1.74714 0.32
H -9.05001 -0.29252 -0.67387 0.31
H -8.49604 -1.03656 -2.17192 0.31
H -7.97900 -2.80103 -0.03163 0.38
H -5.88181 -3.58604 1.12994 0.44
H -1.80516 -0.74701 0.08047 0.12
H -2.85943 -1.20090 1.42528 0.44
H -1.16755 0.49551 2.16545 0.44
H -2.81827 1.07470 2.31944 0.34
H -2.16466 2.92472 1.18148 0.50
H 0.00920 0.36808 0.15184 -0.20
H 1.75655 -0.96952 -0.30402 0.35
H 4.15629 -1.25306 -0.71855 0.50
H 5.57158 -0.81954 1.43905 0.46
H 7.01792 -2.71271 2.05032 0.36
H 8.95347 -3.30750 0.63979 0.38
H 9.44384 -1.98372 -1.38679 0.37
H 7.97908 -0.08728 -2.00569 0.40
H 4.75374 2.92956 -0.12857 0.43
H 2.33398 3.22425 0.28179 0.53
H -1.73664 1.20226 -1.29254 0.29
H -2.35700 2.84527 -1.18077 0.47
H -4.21773 1.24636 -1.56569 0.53
H -4.37966 2.01809 0.01474 0.34
```

The value obtained for the HOMO energy is -8.03 eV. The HOMO-LUMO gap comes out at 8.7 eV. Its SMILES is Cc1ccnc(N2CCC(C(=O)Nc3ccc(Oc4ccccc4)cc3)CC2)n1.

=====

*x*
Here is a single C23H24N4O2 molecule from OMol25. Energies are from the ωB97M-V functional and the def2-TZVPD basis.

The geometry in XYZ format:
```
53
Properties=species:S:1:pos:R:3:mulliken_charge:R:1
C 2.92640 -1.61284 -4.32417 -0.79
C 2.33027 -0.78659 -5.27920 -0.36
C 1.18257 -0.07040 -4.99989 -1.18
C 0.65239 -0.20626 -3.72798 -0.15
O -0.46056 0.38580 -3.23235 -0.54
C -0.58674 -0.04766 -1.93692 0.57
C -1.72901 0.41385 -1.20548 -0.11
N -2.68953 1.16185 -1.80602 0.48
N -3.69465 1.45405 -0.99421 -1.27
C -3.38916 0.89757 0.16276 -1.15
C -2.15773 0.22569 0.10848 0.75
C -1.48665 -0.49691 1.22742 -0.69
N -0.23105 0.13051 1.61739 0.48
C 0.53548 -0.69749 2.54380 -1.24
C 1.44774 -1.60660 1.76458 0.14
C 1.17909 -2.95921 1.59334 -0.06
C 2.04062 -3.71822 0.81491 -0.49
N 3.11764 -3.22646 0.22909 -0.63
C 3.38241 -1.94105 0.40150 -0.43
C 2.58480 -1.09209 1.14868 -0.25
C -0.34232 1.51602 2.01455 -1.82
C -1.04397 1.79621 3.36857 0.76
C -2.48930 2.31036 3.25378 -0.58
C -2.54730 3.43490 4.28685 -0.66
C -1.10841 3.94111 4.24558 -0.53
O -0.31232 2.78530 4.09337 -0.51
C 0.41917 -0.90359 -1.59655 0.48
C 1.24561 -1.03026 -2.74907 0.66
C 2.40002 -1.74841 -3.05824 -0.26
H 3.81999 -2.15743 -4.59034 0.41
H 2.77526 -0.70844 -6.25968 0.38
H 0.71428 0.56562 -5.73416 0.45
H -2.68788 1.47423 -2.76430 0.24
H -4.06084 0.98007 0.99358 0.65
H -1.25077 -1.51697 0.90630 0.59
H -2.19355 -0.56114 2.07432 0.57
H 1.14426 -0.04387 3.17215 0.67
H -0.11695 -1.29480 3.19946 0.41
H 0.31548 -3.41460 2.05584 0.40
H 1.85901 -4.77242 0.64950 0.38
H 4.27682 -1.57867 -0.08868 0.41
H 2.83113 -0.04694 1.24793 0.41
H -0.84876 2.05127 1.20808 0.60
H 0.67211 1.91705 2.09342 0.43
H -1.00723 0.88270 3.97766 0.22
H -3.21731 1.52533 3.44842 0.32
H -2.66714 2.71124 2.25503 0.26
H -3.27218 4.20583 4.03734 0.38
H -2.77291 3.03593 5.27649 0.27
H -0.78962 4.44518 5.15926 0.34
H -0.96227 4.61929 3.39134 0.28
H 0.55787 -1.37534 -0.64928 -0.16
H 2.85664 -2.39179 -2.32243 0.49
```

The value obtained for the HOMO energy is -7.88 eV. The HOMO-LUMO gap comes out at 8.4 eV. Its SMILES is c1ccc2oc(-c3[nH]ncc3CN(Cc3ccncc3)C[C@@H]3CCCO3)cc2c1.

=====

Most stable: *w*

=====

*w*
Here is 9 unconnected molecules or ions with the total composition C4H26O9 from OMol25. Energies are from the ωB97M-V functional and the def2-TZVPD basis.

The geometry in XYZ format:
```
39
Properties=species:S:1:pos:R:3:mulliken_charge:R:1
C 2.42519 0.18577 0.12922 -1.68
C 1.00417 -0.21248 0.58691 0.86
C 0.12280 0.15874 -0.69860 -0.04
C -1.30587 0.21392 -0.31069 0.33
O -2.02806 0.49385 -1.51655 -0.78
H 2.73156 -0.48908 -0.66375 0.40
H 3.03310 0.20092 0.98725 0.48
H 2.41455 1.21932 -0.21985 0.38
H 1.07254 -1.33668 0.98296 0.15
H 0.66624 0.47030 1.46678 -0.37
H 0.53251 1.00821 -1.10939 0.45
H 0.31582 -0.74391 -1.35645 -0.72
H -1.51954 1.13378 0.39546 0.13
H -1.69409 -0.77786 0.12076 0.11
H -2.97231 0.70824 -1.40118 0.34
O 2.02355 -1.98966 -3.28073 -0.62
H 1.91628 -2.87739 -2.88804 0.32
H 1.15789 -1.67606 -3.30101 0.32
O -0.62281 -2.50150 -2.56008 -0.76
H -0.85982 -1.62362 -2.23520 0.38
H -1.56516 -2.85193 -2.97033 0.32
O 0.97918 2.34042 3.20894 -0.66
H 1.90331 2.07191 3.06369 0.32
H 0.73459 2.88566 2.44641 0.30
O -0.88082 -2.50538 2.50033 -0.58
H -0.87198 -1.66520 2.84675 0.36
H -0.52980 -3.13063 3.19307 0.29
O -1.14474 0.22092 3.49263 -0.71
H -1.63445 0.54455 2.75054 0.28
H -0.37718 0.76703 3.62586 0.33
O 0.66153 3.46699 0.23101 -0.63
H -0.26524 3.18031 0.42922 0.31
H 0.48228 4.00586 -0.53621 0.30
O 0.33730 -3.36914 -0.22644 -0.71
H -0.27685 -2.95708 0.48790 0.29
H 0.00507 -3.21641 -1.14555 0.44
O -2.10104 3.22824 -1.97501 -0.66
H -2.20543 2.29689 -1.74251 0.40
H -1.66426 3.12218 -2.80811 0.33
```

The value obtained for the HOMO energy is -10.30 eV. The HOMO-LUMO gap comes out at 10.3 eV. Its SMILES is CCCCO.O.O.O.O.O.O.O.O.

=====

*x*
Here is 9 unconnected molecules or ions with the total composition C4H26O9 from OMol25. Energies are from the ωB97M-V functional and the def2-TZVPD basis.

The geometry in XYZ format:
```
39
Properties=species:S:1:pos:R:3:mulliken_charge:R:1
C -35.90018 35.16052 -19.63363 -0.54
O -35.90125 35.24797 -18.21639 -0.49
H -35.55272 36.07774 -20.10912 0.25
H -35.26371 34.35937 -20.00935 0.23
H -36.85025 34.91791 -20.10967 0.24
H -36.67035 35.71911 -17.88759 0.30
C -42.73016 35.39974 -19.40281 -0.52
O -42.94297 35.37964 -20.80105 -0.49
H -43.61691 35.09161 -18.84888 0.22
H -41.93373 34.69159 -19.17403 0.24
H -42.50881 36.41042 -19.05985 0.24
H -42.06195 35.62843 -21.09003 0.31
C -35.40096 41.63964 -16.14474 -0.50
O -34.12381 41.37748 -15.55234 -0.50
H -35.55235 41.66558 -17.22386 0.24
H -36.01869 40.79594 -15.83703 0.20
H -35.78247 42.55962 -15.70182 0.23
H -34.26638 40.75713 -14.83370 0.32
C -45.19804 35.26384 -12.17700 -0.52
O -44.36583 34.13782 -12.40435 -0.50
H -45.45398 35.68933 -13.14734 0.24
H -46.12860 34.90720 -11.73545 0.24
H -44.82083 36.02918 -11.49873 0.22
H -44.97072 33.39815 -12.49710 0.31
O -38.63953 37.81812 -9.60321 -0.64
H -38.83289 38.35171 -8.83241 0.31
H -38.87050 36.92667 -9.34206 0.33
O -39.50564 36.33039 -14.21203 -0.64
H -39.57405 36.88936 -13.43802 0.32
H -40.33399 35.85135 -14.23608 0.32
O -35.78882 31.86043 -13.75720 -0.64
H -35.36973 32.51324 -13.19647 0.32
H -36.03867 32.34482 -14.54408 0.32
O -34.38564 38.49845 -11.47514 -0.64
H -35.28847 38.42360 -11.16607 0.32
H -33.93086 37.76081 -11.06858 0.31
O -40.52381 33.56624 -8.79283 -0.64
H -41.19361 33.59572 -9.47600 0.32
H -40.98279 33.23511 -8.02087 0.32
```

The value obtained for the HOMO energy is -10.21 eV. The HOMO-LUMO gap comes out at 10.3 eV. Its SMILES is CO.CO.CO.CO.O.O.O.O.O.

=====

Most stable: *w*

=====

*w*
Here is a single CH3IOS molecule from OMol25. Energies are from the ωB97M-V functional and the def2-TZVPD basis.

The geometry in XYZ format:
```
7
Properties=species:S:1:pos:R:3:mulliken_charge:R:1
C -0.65680 0.34019 0.10655 -0.89
O 0.23805 -1.95042 -0.29723 -0.40
S 0.61743 -0.87580 0.58830 0.42
I 2.81696 0.74815 -0.31046 -0.16
H -0.57340 1.25757 0.67820 0.35
H -1.73778 -0.10735 0.16410 0.31
H -0.70446 0.58765 -0.92946 0.36
```

The value obtained for the HOMO energy (spin up / spin down) is -9.47 / -9.47 eV. The HOMO-LUMO gap (spin up / spin down) comes out at 7.4 / 7.4 eV.

=====

*x*
Here is 2 unconnected molecules or ions with the total composition CH3IOS from OMol25. Energies are from the ωB97M-V functional and the def2-TZVPD basis.

The geometry in XYZ format:
```
7
Properties=species:S:1:pos:R:3:mulliken_charge:R:1
C 1.18458 0.85232 0.15926 -0.95
O -1.84737 -0.86563 -1.62583 -0.34
S -1.65244 -0.29507 -0.26599 0.30
I -1.21348 -2.11911 1.41600 0.00
H 1.49236 -0.21972 0.09182 0.34
H 1.10055 1.48291 1.10414 0.32
H 0.93579 1.16431 -0.87941 0.34
```

The value obtained for the HOMO energy (spin up / spin down) is -9.18 / -9.10 eV. The HOMO-LUMO gap (spin up / spin down) comes out at 7.9 / 7.5 eV.

=====

*y*
Here is 2 unconnected molecules or ions with the total composition CH3IOS from OMol25. Energies are from the ωB97M-V functional and the def2-TZVPD basis.

The geometry in XYZ format:
```
7
Properties=species:S:1:pos:R:3:mulliken_charge:R:1
C 0.12721 -0.16620 0.21655 -0.74
O 0.81238 -2.59708 0.68267 -0.39
S 1.45352 -1.31133 0.72899 0.32
I 3.06835 -0.46407 -2.79789 -0.01
H -0.87913 -0.13081 0.69989 0.31
H 0.04988 -0.44280 -0.88846 0.22
H 0.47635 0.86330 0.30655 0.30
```

The value obtained for the HOMO energy (spin up / spin down) is -10.30 / -8.89 eV. The HOMO-LUMO gap (spin up / spin down) comes out at 9.3 / 5.6 eV.

=====

Most stable: *w*

=====

*w*
Here is a single C2H4NP molecule from OMol25. Energies are from the ωB97M-V functional and the def2-TZVPD basis.

The geometry in XYZ format:
```
8
Properties=species:S:1:pos:R:3:mulliken_charge:R:1
C -0.35330 -0.69520 -0.00656 -0.34
C 0.02561 0.77680 0.00469 -0.35
N -1.48983 0.13592 -0.02525 0.02
P -3.14021 0.07733 0.01196 -0.29
H 0.10094 -1.34606 -0.74629 0.23
H -0.35960 -1.31078 0.86642 0.22
H 0.09563 1.39340 0.80605 0.29
H 0.34936 1.27416 -0.86469 0.23
```

The value obtained for the HOMO energy (spin up / spin down) is -6.87 / -6.86 eV. The HOMO-LUMO gap (spin up / spin down) comes out at 6.7 / 6.7 eV.

=====

*x*
Here is a single C2H4NP molecule from OMol25. Energies are from the ωB97M-V functional and the def2-TZVPD basis.

The geometry in XYZ format:
```
8
Properties=species:S:1:pos:R:3:mulliken_charge:R:1
C -0.01411 0.01940 0.82795 -0.08
C -1.22689 -0.27305 -0.05082 -0.75
N 1.68292 -0.61556 -0.73890 -0.43
P 1.49435 0.59441 0.19862 0.30
H -1.90585 -1.11142 0.31182 0.25
H -0.77033 -0.67594 -0.93935 0.34
H -1.78228 0.63236 -0.33760 0.27
H 2.52219 1.42980 0.72828 0.11
```

The value obtained for the HOMO energy (spin up / spin down) is -8.38 / -8.36 eV. The HOMO-LUMO gap (spin up / spin down) comes out at 7.5 / 7.5 eV.

=====

Most stable: *w*